(1)
{
  "formula": "C3H8O3",
  "method": "ωB97M-V/def2-TZVPD",
  "species": ["O", "O", "O", "C", "C", "C", "H", "H", "H", "H", "H", "H", "H", "H"],
  "xyz": [[2.489189, -1.668666, 0.570414], [-5.119585, 1.546264, 1.321847], [-3.042487, 0.759482, 1.450702], [2.052101, -1.267802, -0.745454], [2.082635, 0.346102, -0.836897], [-4.080568, 1.132220, 0.703060], [1.908968, 0.856779, 0.105028], [3.046216, 0.671559, -1.281226], [3.445748, -1.783261, 0.730668], [0.930919, -1.502378, -0.683241], [-3.404002, 1.026824, 2.274916], [-3.980332, 1.048534, -0.337313], [1.281399, 0.598243, -1.608656], [2.389796, -1.763900, -1.663842]],
  "forces_ev_per_angstrom": [[0.561, -0.645, -0.502], [3.578, -1.336, -3.004], [0.399, -0.144, -2.254], [-2.499, 2.247, 1.729], [-0.008, -1.669, -2.382], [-4.100, 1.500, 4.514], [-0.145, -0.313, 0.064], [-0.456, -0.024, 0.418], [-0.641, 0.293, -0.815], [1.535, 0.099, -0.176], [-0.091, 0.151, 2.223], [0.217, -0.172, -1.481], [0.945, 0.030, 1.076], [0.706, -0.019, 0.589]],
  "nbo_charge": [-0.741, -0.615, -0.645, -0.065, -0.636, 0.622, 0.222, 0.198, 0.474, 0.170, 0.496, 0.142, 0.202, 0.176],
  "energy_ha": -344.77907,
  "smiles": "O=CO.CCO",
  "lumo_ev": 0.73
}

---

(2)
{
  "formula": "C32H34NO5",
  "method": "ωB97M-V/def2-TZVPD",
  "species": ["O", "O", "O", "O", "O", "N", "C", "C", "C", "C", "C", "C", "C", "C", "C", "C", "C", "C", "C", "C", "C", "C", "C", "C", "C", "C", "C", "C", "C", "C", "C", "C", "C", "C", "C", "C", "C", "C", "H", "H", "H", "H", "H", "H", "H", "H", "H", "H", "H", "H", "H", "H", "H", "H", "H", "H", "H", "H", "H", "H", "H", "H", "H", "H", "H", "H", "H", "H", "H", "H", "H", "H"],
  "xyz": [[0.199632, -0.533947, 2.280828], [-3.176903, 2.165194, -0.241355], [-2.772408, 2.309102, 2.586200], [-0.143087, 1.667765, 2.642190], [1.360358, 2.437908, -1.601617], [3.444857, -2.347260, -2.595448], [4.829859, -1.982412, -2.367158], [-1.622090, 4.022108, -0.523565], [0.129217, 5.168854, -1.759585], [-4.656121, -1.536284, 1.903151], [-3.565763, -2.031691, 2.857972], [-0.765710, 0.463327, -0.204338], [-3.005494, 1.113569, 2.741306], [-0.773900, 1.803619, -0.460003], [-0.659955, 6.321040, -1.771615], [2.706589, -0.551313, -1.170722], [-2.015161, 0.082980, 2.471659], [-1.887347, 6.346132, -1.079535], [1.688249, 0.060629, -0.457648], [-2.181808, -1.366638, 2.739680], [-4.397369, 0.646940, 3.242143], [4.018161, 0.150864, -1.253587], [-2.375884, 5.194543, -0.454318], [5.006719, -0.477173, -2.234892], [0.351134, -0.378094, -0.568329], [1.551651, -0.336620, 2.698753], [1.880163, -3.812573, -3.783476], [-5.201787, -0.143796, 2.224676], [0.132607, -1.633913, -1.168948], [2.446557, -1.752442, -1.885690], [0.767029, -3.409338, -2.816480], [3.260477, -3.668823, -3.159339], [-2.030765, 2.604603, -0.316547], [-0.340193, 4.047222, -1.083281], [2.151970, -1.702343, 2.894897], [0.263595, 2.688403, -1.103031], [-0.601345, 0.554416, 2.490286], [1.117411, -2.260075, -1.926050], [-6.221667, -0.255539, 2.615427], [-4.960581, 1.559335, 3.465814], [-5.293402, 0.451421, 1.310419], [-2.467968, 7.272673, -1.064097], [-3.396676, -3.101360, 2.663084], [1.078611, 5.107420, -2.286635], [2.091241, 0.236689, 1.934810], [0.463254, -4.275935, -2.215020], [-1.616755, -1.921386, 1.965260], [4.873355, -0.000119, -3.212042], [-1.646998, -1.573267, 3.693088], [1.928205, 0.931293, 0.148257], [5.202233, -2.482962, -1.452309], [3.834665, 1.194254, -1.553024], [-1.725531, -0.011097, -0.007188], [1.745439, -4.846218, -4.118463], [3.399748, -4.438512, -2.375490], [6.033243, -0.271158, -1.918935], [4.462007, 0.205767, -0.249448], [1.515341, 0.236247, 3.633596], [-5.492304, -2.244584, 1.981457], [1.819546, -3.172357, -4.670634], [-0.323837, 7.198185, -2.326159], [-3.315084, 5.196253, 0.095602], [3.212735, -1.581033, 3.130091], [-0.866453, -2.070371, -1.101260], [-4.312017, -1.589939, 0.865381], [5.401530, -2.366998, -3.222574], [-4.261103, 0.079468, 4.173850], [-0.119355, -3.143492, -3.407283], [-3.921223, -1.922654, 3.888339], [1.659226, -2.197417, 3.743062], [4.049725, -3.797763, -3.912040], [2.037674, -2.329349, 1.997905]],
  "forces_ev_per_angstrom": [[1.359, -0.238, 0.559], [1.653, 0.811, -0.232], [-0.607, 0.605, 0.251], [0.604, 0.089, 0.097], [-1.123, 0.391, 0.346], [0.961, -0.390, -1.182], [-0.217, -0.024, 0.269], [0.093, 0.821, -0.342], [-0.113, 0.190, 0.211], [-0.012, -0.485, 0.045], [0.123, 0.212, -0.216], [-0.371, 0.525, -1.478], [0.797, -1.383, -0.307], [0.127, -0.518, -0.047], [-0.079, -0.248, 0.206], [-0.720, -0.706, 0.156], [0.667, 2.476, 0.622], [0.270, -0.161, -0.048], [-0.541, -0.250, -0.685], [0.374, -0.997, 0.177], [0.347, 0.658, -0.008], [0.653, 0.308, 0.389], [0.109, 0.040, 0.038], [0.030, 0.118, -0.207], [1.120, -0.831, 0.533], [-0.507, 0.042, -0.146], [0.068, 0.131, -0.152], [-0.242, 0.086, -0.030], [-0.055, 0.811, -0.193], [-1.333, 1.035, 0.500], [-0.366, -0.714, -0.046], [-0.127, 0.113, 0.291], [-0.938, -1.072, 0.432], [-0.727, 0.336, -0.690], [0.084, -0.195, 0.175], [0.381, -0.644, 0.459], [-3.020, -0.464, -0.248], [0.762, 0.409, 0.663], [0.054, 0.054, -0.018], [0.180, -0.052, 0.130], [0.075, -0.016, 0.067], [0.156, -0.339, 0.036], [-0.185, 0.146, 0.242], [-0.128, 0.087, 0.114], [-0.007, -0.067, 0.423], [0.085, 0.035, 0.003], [-0.233, 0.044, 0.265], [-0.001, -0.213, 0.002], [-0.121, -0.397, -0.365], [-0.215, -0.039, -0.439], [0.044, 0.070, -0.125], [-0.003, -0.271, 0.117], [0.150, 0.165, 0.159], [-0.033, 0.119, 0.003], [-0.001, 0.013, -0.153], [-0.041, 0.018, -0.069], [-0.007, -0.042, -0.102], [0.333, -0.016, -0.222], [0.111, -0.016, -0.167], [0.138, -0.040, 0.072], [-0.108, -0.171, 0.210], [0.072, -0.037, -0.299], [0.029, -0.200, -0.032], [0.130, 0.172, -0.315], [0.151, 0.037, 0.080], [0.018, 0.110, 0.262], [-0.132, 0.163, -0.150], [0.111, -0.046, 0.127], [-0.079, -0.208, -0.118], [0.133, -0.013, -0.251], [-0.221, -0.168, 0.130], [0.065, 0.230, 0.220]],
  "mulliken_charge": [-0.017, -0.701, -0.795, -0.718, -0.710, 0.090, -0.660, 0.312, -0.507, -0.599, -1.114, -0.870, 0.447, 0.677, -0.508, -0.291, 1.109, -0.406, -1.424, -0.029, -1.155, -0.452, -0.555, -0.887, 0.776, 0.123, -0.831, -0.577, -0.984, 0.231, -0.599, -0.637, -0.377, -0.111, -1.375, 0.700, -0.501, 0.203, 0.356, 0.433, 0.259, 0.362, 0.464, 0.437, 0.019, 0.314, 0.048, 0.300, 0.076, 1.423, 0.303, 0.180, 0.727, 0.384, 0.301, 0.379, 0.332, 0.479, 0.399, 0.286, 0.360, 0.472, 0.429, 0.537, 0.291, 0.406, 0.366, 0.307, 0.370, 0.333, 0.378, 0.211],
  "energy_ha": -1670.77179,
  "charge": -1,
  "lumo_ev": 2.33
}

---

(3)
{
  "formula": "C6H8NO5",
  "method": "ωB97M-V/def2-TZVPD",
  "species": ["O", "O", "O", "O", "O", "N", "C", "C", "C", "C", "C", "C", "H", "H", "H", "H", "H", "H", "H", "H"],
  "xyz": [[1.989974, -2.246008, -1.092091], [-1.861429, -1.198235, 0.447090], [1.134610, 1.975735, 1.215612], [-0.597598, 0.481920, 1.048341], [0.479249, 0.939507, 3.094047], [1.480868, -1.171711, -1.273587], [0.442336, 1.152569, -1.731331], [-1.013767, 0.940918, -2.151592], [-0.941777, -0.767257, 1.123725], [0.531790, 1.233443, 1.937228], [1.092461, -0.101928, -1.462231], [-0.167360, -1.677429, 2.058331], [-0.314540, -1.337480, 3.081708], [-1.074136, 0.368629, -3.077240], [-1.541912, 0.400212, -1.370297], [1.001329, 1.677716, -2.514091], [0.483680, 1.740273, -0.806274], [-1.494838, 1.904545, -2.299684], [-0.522840, -2.697371, 1.940832], [0.893900, -1.618047, 1.831504]],
  "forces_ev_per_angstrom": [[0.481, -1.477, 0.293], [-0.164, -0.137, -0.126], [0.549, 0.679, -0.849], [0.235, 0.758, -0.111], [-0.148, -0.436, 1.165], [-0.341, 1.875, -0.387], [-0.465, 0.808, -0.068], [0.062, -0.061, 0.006], [-0.042, -0.568, 0.327], [-0.487, -0.351, -0.194], [0.380, -1.237, 0.185], [-0.200, 0.116, -0.053], [0.101, 0.006, -0.002], [-0.028, -0.007, -0.068], [-0.068, -0.018, 0.036], [-0.014, -0.001, 0.104], [0.075, -0.044, -0.182], [-0.061, 0.107, -0.043], [0.003, 0.009, -0.084], [0.131, -0.020, 0.049]],
  "nbo_charge": [-0.495, -0.676, -0.710, -0.646, -0.700, 0.170, -0.509, -0.599, 0.808, 0.995, 0.250, -0.737, 0.245, 0.188, 0.260, 0.212, 0.307, 0.196, 0.213, 0.228],
  "energy_ha": -664.41834,
  "charge": -1,
  "lumo_ev": 3.68
}

---

Summary of HOMO energy in eV
-10.220, -3.068, -5.820
(order as listed above)